The following is a DFT calculation (wB97M-V/def2-TZVPD) of the molecule C26H34O7 at a distorted geometry.

Structure (XYZ):
```
67
Properties=species:S:1:pos:R:3:forces:R:3
C -3.550 -0.377 -2.625 0.04 0.06 0.25
H -3.377 -1.417 -2.885 0.00 -0.11 -0.10
H -4.520 -0.110 -3.041 -0.11 -0.02 -0.09
H -2.791 0.235 -3.112 0.08 0.05 -0.07
C -3.540 -0.170 -1.102 -0.09 0.20 -0.12
C -4.547 -1.151 -0.498 0.15 0.17 -0.06
H -4.254 -2.178 -0.704 0.03 -0.14 0.03
H -5.522 -0.985 -0.948 -0.09 -0.03 -0.03
H -4.656 -1.021 0.571 -0.06 -0.06 0.19
C -3.992 1.291 -0.837 0.51 0.01 0.24
C -3.776 1.712 0.612 0.10 -0.05 -0.31
H -4.431 1.132 1.256 -0.02 -0.05 0.11
C -2.303 1.585 0.984 -0.14 -0.22 -0.50
O -2.036 2.041 2.293 0.03 0.12 0.32
H -2.494 2.879 2.427 0.04 -0.05 0.01
H -1.769 2.212 0.256 0.04 -0.14 0.07
C -1.792 0.123 0.870 0.00 0.43 0.10
C -2.511 -0.684 1.966 -0.02 0.05 -0.05
H -3.433 -0.197 2.262 -0.11 -0.05 0.04
H -1.895 -0.732 2.859 0.00 -0.08 0.05
H -2.760 -1.691 1.650 -0.04 -0.13 0.05
C -2.082 -0.334 -0.584 -0.11 -0.05 0.12
C -1.547 -1.749 -0.815 -0.04 0.10 -0.28
C -0.059 -1.830 -0.594 -0.23 0.04 0.04
O 0.670 -2.373 -1.386 0.04 -0.09 -0.14
C 0.436 -1.269 0.731 0.41 -0.17 0.28
C 1.976 -1.161 0.695 -0.08 -0.05 -1.03
C 2.820 -2.374 0.642 -0.30 -0.21 -0.55
C 4.153 -2.314 -0.044 -0.10 -0.53 0.03
O 4.654 -3.286 -0.543 -0.11 0.17 0.07
O 4.766 -1.132 -0.102 0.43 0.02 -0.17
C 4.132 0.031 0.422 -0.45 0.61 0.46
C 4.894 1.202 -0.109 0.12 0.35 0.43
C 5.120 2.398 0.509 -0.39 -0.98 -0.02
O 5.856 3.203 -0.271 0.20 0.61 0.10
C 6.124 2.525 -1.400 -0.12 -0.76 -0.52
C 5.560 1.289 -1.364 0.20 0.49 -0.03
H 5.612 0.521 -2.107 0.08 -0.12 -0.20
H 6.716 3.018 -2.145 0.09 0.17 -0.01
H 4.822 2.777 1.466 0.00 0.15 0.18
H 4.220 0.021 1.517 -0.04 -0.02 -0.25
C 2.622 0.070 0.060 0.26 0.01 0.20
C 1.979 1.292 0.705 -0.10 -0.14 -0.32
C 0.471 1.295 0.492 0.16 -0.04 0.29
H 0.099 2.191 0.986 -0.12 0.03 -0.12
H 0.256 1.370 -0.575 -0.05 0.11 -0.05
C -0.238 0.084 1.120 0.02 0.23 -0.22
H -0.097 0.194 2.199 -0.01 -0.03 0.02
H 2.406 2.205 0.286 0.01 -0.01 0.06
H 2.192 1.278 1.777 0.04 0.06 0.14
C 2.471 0.070 -1.462 -0.08 0.05 0.20
H 2.904 0.982 -1.872 0.00 0.06 -0.03
H 1.430 0.017 -1.761 -0.05 0.01 -0.10
H 2.978 -0.788 -1.895 -0.01 -0.06 -0.13
H 2.390 -3.366 0.620 0.03 0.03 0.01
O 2.655 -1.637 1.825 0.39 0.20 1.32
C 0.097 -2.362 1.770 0.08 0.03 -0.04
H 0.477 -2.064 2.745 -0.08 -0.01 0.02
H -0.965 -2.534 1.840 -0.14 -0.06 0.02
H 0.563 -3.306 1.497 0.02 -0.05 0.03
H -1.733 -2.078 -1.837 0.04 -0.07 0.07
H -2.029 -2.461 -0.144 -0.05 -0.04 0.03
H -1.488 0.336 -1.221 0.01 0.00 -0.02
H -4.081 2.757 0.708 0.00 0.03 0.01
O -5.355 1.513 -1.115 -0.33 0.02 -0.17
H -5.523 1.333 -2.046 0.00 0.06 0.08
H -3.376 1.949 -1.478 -0.02 -0.13 0.07
```
Forces are in eV/Å.

Properties
electronic energy = -1537.805113 Ha
SMILES string = CC1(C)[C@@H](O)C[C@@H](O)[C@@]2(C)[C@H]1CC(=O)[C@]1(C)[C@H]2CC[C@@]2(C)[C@H](c3ccoc3)OC(=O)[C@H]3O[C@]321
lowest unoccupied orbital energy = 0.4016 eV
molar mass = 458.6 g/mol

Charges per atom according to Mulliken partitioning, unit e: C -2.0434; H 0.4623; H 0.5430; H 0.3727; C 1.4544; C -2.0780; H 0.3959; H 0.4927; H 0.3243; C -0.1748; C -1.2126; H 0.3369; C -0.9468; O -0.6073; H 0.5484; H 0.4229; C 2.1628; C -2.1726; H 0.4025; H 0.3578; H 0.5697; C -0.4624; C -0.8773; C -0.8359; O -0.5918; C 1.0183; C 2.4724; C -0.7255; C -0.2809; O -0.6240; O -0.3791; C 0.8949; C 0.1419; C -0.5094; O -0.3758; C -0.4544; C -1.1012; H 0.5322; H 0.4537; H 0.5123; H 0.4050; C 0.8248; C -1.7116; C -0.9854; H 0.6357; H 0.2749; C -0.4886; H 1.1469; H 0.6088; H 0.4134; C -2.2168; H 0.5417; H 0.4377; H 0.3678; H 0.6103; O -0.7660; C -2.2515; H 0.3797; H 0.5756; H 0.4739; H 0.4863; H 0.3295; H 0.8273; H 0.5013; O -0.6049; H 0.4435; H 0.3220


The following is a DFT calculation (wB97M-V/def2-TZVPD) of a structure of composition C46H44F3MnN8OS4 at a distorted geometry.

Structure (XYZ):
```
107
Properties=species:S:1:pos:R:3:forces:R:3
Mn 0.653 -0.022 -1.009 0.26 0.18 -0.42
F -1.849 2.665 -5.260 0.11 0.11 0.18
C -2.762 1.919 -4.623 -0.02 -0.11 -0.68
F -2.805 0.737 -5.277 0.04 -0.19 0.16
F -3.955 2.504 -4.901 -0.19 0.10 0.28
C -2.528 1.781 -3.156 -0.65 0.32 0.46
C -3.547 2.098 -2.265 0.59 -0.16 -0.33
C -3.305 1.990 -0.903 0.03 0.16 0.21
C -2.043 1.605 -0.492 -0.06 0.07 -0.14
N -1.065 1.264 -1.324 -1.00 0.04 0.16
C -1.292 1.309 -2.660 0.71 -0.22 -0.51
S 0.005 0.740 -3.608 0.05 0.12 -0.08
H -4.507 2.433 -2.633 -0.01 -0.01 -0.02
H -4.074 2.219 -0.179 0.00 0.04 0.06
H -1.781 1.568 0.553 0.01 -0.06 0.19
C -2.250 -6.454 -2.084 -0.01 0.13 0.10
C -2.191 -5.812 -0.730 0.09 0.08 -0.09
C -3.027 -6.217 0.298 0.03 0.01 0.08
C -2.942 -5.654 1.561 -0.10 -0.05 0.11
C -1.998 -4.675 1.814 -0.01 -0.04 0.00
C -1.156 -4.255 0.804 0.09 -0.16 -0.03
C -1.263 -4.797 -0.473 -0.17 -0.09 0.46
N -0.424 -4.354 -1.500 0.23 -0.23 -0.45
C 0.286 -3.149 -1.445 -0.45 0.44 0.04
N 1.611 -3.295 -1.645 0.10 -0.56 0.04
C 2.653 -2.347 -1.782 0.37 1.08 -0.15
C 2.409 -0.966 -1.700 0.35 -0.38 0.16
C 3.524 -0.137 -1.881 -0.05 -0.17 -0.10
C 4.792 -0.640 -2.111 0.11 0.16 -0.06
C 4.993 -2.007 -2.157 -0.02 0.03 0.05
C 3.933 -2.883 -1.992 -0.02 -0.19 -0.03
C 4.194 -4.368 -2.024 -0.03 0.20 -0.02
N -0.308 -2.021 -1.224 0.24 -0.27 0.07
C -1.713 -1.927 -1.235 -0.55 -0.31 -0.12
C -2.391 -1.644 -0.050 0.19 0.04 -0.18
C -3.755 -1.448 -0.037 -0.10 -0.07 0.02
C -4.468 -1.519 -1.222 -0.07 -0.01 0.07
C -3.805 -1.814 -2.402 -0.13 0.00 0.10
C -2.436 -2.039 -2.434 0.30 0.13 0.17
C -1.732 -2.338 -3.720 0.13 -0.02 0.02
H -3.075 -7.159 -2.142 -0.02 -0.05 -0.02
H -1.325 -6.997 -2.290 0.01 -0.06 -0.12
H -2.380 -5.699 -2.859 0.01 0.04 -0.13
H -3.765 -6.983 0.103 -0.02 -0.08 -0.03
H -3.600 -5.993 2.347 -0.08 0.00 0.06
H -1.909 -4.241 2.799 0.02 0.04 0.10
H -0.396 -3.512 0.996 0.04 0.13 0.02
H -0.039 -5.075 -2.095 -0.02 0.15 0.02
H 1.931 -4.250 -1.702 -0.25 0.12 0.15
H 3.388 0.939 -1.829 0.04 -0.03 0.03
H 5.632 0.027 -2.245 0.12 0.11 -0.02
H 5.986 -2.401 -2.320 0.12 -0.10 -0.02
H 5.257 -4.552 -2.161 0.03 -0.06 0.00
H 3.669 -4.852 -2.850 -0.06 -0.14 -0.05
H 3.896 -4.846 -1.088 -0.03 -0.13 0.04
H -1.827 -1.592 0.867 0.05 -0.01 0.07
H -4.256 -1.248 0.900 -0.06 0.07 0.04
H -5.532 -1.333 -1.220 -0.11 -0.02 -0.06
H -4.362 -1.865 -3.327 -0.03 0.02 -0.11
H -2.356 -2.059 -4.564 0.01 0.00 -0.11
H -1.488 -3.399 -3.790 -0.03 -0.10 -0.06
H -0.799 -1.771 -3.770 -0.11 -0.04 -0.11
C -2.724 2.372 2.834 0.26 0.01 0.13
C -1.361 2.207 3.508 -0.04 0.28 -0.29
N -1.344 1.121 4.467 -0.03 0.01 0.10
C -2.279 1.199 5.578 -0.11 -0.28 0.25
C -3.421 0.198 5.435 0.18 0.17 0.04
C -0.394 0.162 4.562 -0.14 0.05 0.06
O -0.360 -0.603 5.517 0.16 -0.14 0.15
C 0.611 -0.009 3.472 0.49 -0.25 0.05
C 1.969 -0.061 3.796 -0.18 -0.18 -0.65
C 2.860 -0.453 2.804 -0.18 0.12 0.68
C 2.379 -0.802 1.561 -0.54 -0.21 -0.46
N 1.075 -0.750 1.223 0.27 0.23 1.01
C 0.230 -0.346 2.186 0.28 -0.15 -0.16
H -2.650 3.136 2.063 -0.03 0.09 -0.06
H -3.483 2.683 3.548 -0.09 0.01 0.04
H -3.049 1.441 2.371 -0.03 -0.10 -0.05
H -1.112 3.142 4.030 0.06 -0.10 -0.12
H -0.588 2.034 2.757 0.01 0.09 0.07
H -2.657 2.220 5.640 0.05 0.00 -0.03
H -1.729 0.964 6.496 -0.08 0.17 -0.10
H -3.976 0.364 4.515 -0.10 0.02 -0.07
H -4.099 0.289 6.281 -0.14 -0.03 0.07
H -3.015 -0.810 5.425 0.01 -0.09 -0.01
H 2.300 0.183 4.793 0.03 0.01 0.11
H 3.921 -0.502 3.005 0.02 0.00 -0.04
H 3.049 -1.149 0.784 0.00 0.12 -0.10
H -0.819 -0.315 1.928 -0.10 0.08 -0.10
S 0.847 7.663 -0.108 -0.47 0.49 -0.02
C 1.424 6.123 -0.009 -0.27 -0.13 0.00
S 0.335 4.762 0.223 1.34 -0.07 -0.22
C 1.770 3.665 0.177 -0.85 1.11 0.01
N 2.856 4.322 -0.006 0.67 -0.98 0.03
N 2.702 5.666 -0.094 -1.33 0.27 0.03
C 3.900 6.399 -0.167 0.65 0.30 -0.05
C 3.971 7.788 -0.083 -0.18 0.12 0.03
C 5.205 8.415 -0.075 0.22 -0.07 0.00
C 6.378 7.688 -0.154 0.09 0.10 -0.02
C 6.308 6.311 -0.281 -0.01 0.06 0.00
C 5.085 5.670 -0.292 0.01 -0.14 -0.03
S 1.653 2.030 0.521 -0.08 -0.89 0.28
H 3.079 8.385 -0.017 0.02 -0.10 0.02
H 5.248 9.492 0.000 -0.05 0.11 0.03
H 7.336 8.187 -0.118 0.07 0.04 -0.05
H 7.213 5.729 -0.369 0.06 -0.09 0.00
H 5.022 4.599 -0.382 0.05 -0.02 0.02
```
Forces are in eV/Å.

Properties
electronic energy = -5336.140470 Ha
lowest unoccupied orbital energy (alpha / beta) = 2.0290 / 2.0256 eV
charge = -1
spin multiplicity = 6
molar mass = 965.1 g/mol

Here are the Mulliken charges for atoms 1 to 99, given in e: Mn -0.0338; F -0.2404; C 0.4513; F -0.2044; F -0.3527; C 0.2109; C -0.9682; C -0.4059; C -0.7114; N 0.1366; C 0.5281; S -0.4976; H 0.4565; H 0.5410; H 0.3729; C -1.4623; C 0.8884; C -0.7737; C -0.7793; C -0.6552; C -1.0070; C 0.7284; N 0.0980; C -0.8355; N -0.0194; C 1.0147; C -0.7953; C -0.0505; C -1.1950; C -0.6300; C 1.2591; C -1.6871; N 1.4916; C 0.3499; C -0.3719; C -1.0999; C -0.9988; C -0.7900; C 0.8476; C -1.5835; H 0.4085; H 0.3499; H 0.1870; H 0.3676; H 0.3899; H 0.5194; H 0.6802; H 0.3945; H 0.3497; H 0.4385; H 0.4043; H 0.3016; H 0.3600; H 0.3512; H 0.3436; H 0.3684; H 0.4981; H 0.4162; H 0.4535; H 0.5118; H 0.1783; H 0.1092; C -1.0107; C -0.2810; N 0.3604; C -0.9168; C -1.0965; C 0.0349; O -0.6793; C 0.7397; C -0.9077; C -1.1021; C -0.1894; N 0.8960; C -0.5896; H 0.4156; H 0.4747; H 0.1958; H 0.2439; H -0.0261; H 0.4391; H 0.4516; H 0.2433; H 0.3843; H 0.3214; H 0.5158; H 0.4829; H 0.0525; H 0.7550; S -0.4645; C 0.1529; S -0.0624; C -0.2679; N -0.8336; N 0.6493; C 0.8048; C -0.4364; C -0.6981; C -0.4427